The following is a quantum chemistry calculation of one molecule with the formula C2HNS2, from the OMol25 dataset.

Its SMILES is N#CC(=S)S. As for the energy above the lowest of the compared OMol25 structures with the same formula, charge and spin: 129.38 kJ/mol. For the HOMO-LUMO gap (alpha / beta), the calculation gives 7.04 / 7.02 eV. The calculated total energy comes out at -25247.8356 eV. Its total charge is 0.

Positions of all 6 atoms, in Å:
C: 2.818 -0.713 -0.075
C: 1.603 -0.119 -0.018
N: 3.705 -1.446 0.068
S: 1.492 1.825 0.019
S: 0.162 -0.937 0.031
H: -0.336 0.271 -0.049

Here are the Mulliken charges for atoms 1 to 4, given in e:
1 C 0.293
2 C 0.106
3 N -0.286
4 S -0.229

***

The following is a quantum chemistry calculation of C2HO4S as an isolated structure, from the OMol25 dataset.

As for the energy above the lowest of the compared OMol25 structures with the same formula, charge and spin: 124.10 kJ/mol. For the HOMO-LUMO gap (alpha / beta), the calculation gives 6.87 / 6.88 eV. The calculated total energy comes out at -21115.4301 eV. Its total charge is -1.

Positions of all 8 atoms, in Å:
C: 1.082 -0.070 -0.176
C: -0.020 -0.934 0.287
O: -1.487 2.174 -0.252
O: -0.072 -2.148 0.172
O: 2.017 -0.411 -0.916
O: -1.034 -0.233 0.931
S: -1.537 0.702 -0.387
H: 1.051 0.919 0.342

Here are the Mulliken charges for atoms 1 to 4, given in e:
1 C 0.064
2 C 0.544
3 O -0.554
4 O -0.604

***

The following is a quantum chemistry calculation of C2HO4Tl as an isolated structure, from the OMol25 dataset.

As for the energy above the lowest of the compared OMol25 structures with the same formula, charge and spin: 292.44 kJ/mol. For the HOMO-LUMO gap (alpha / beta), the calculation gives 5.43 / 8.09 eV. The calculated total energy comes out at -14946.4513 eV. Its total charge is +2.

Positions of all 8 atoms, in Å:
O: -2.320 0.746 -0.080
C: -1.392 0.005 -0.160
O: -0.119 0.453 -0.040
C: 1.053 -0.536 -0.048
O: 0.854 -1.672 0.260
O: 2.065 0.208 -0.041
Tl: 1.218 1.913 0.395
H: -1.359 -1.116 -0.285

Here are the Mulliken charges for atoms 1 to 4, given in e:
1 O 0.092
2 C 0.426
3 O -0.223
4 C 0.696

***

The following is a quantum chemistry calculation of one molecule with the formula C2HO5P, from the OMol25 dataset.

As for the energy above the lowest of the compared OMol25 structures with the same formula, charge and spin: 0.00 kJ/mol. For the HOMO-LUMO gap, the calculation gives 8.48 eV. The calculated total energy comes out at -21614.8418 eV. Its total charge is 0.

Positions of all 9 atoms, in Å:
C: 0.833 -1.125 -0.504
C: -0.603 0.445 -1.592
O: -1.526 0.109 1.765
O: 0.376 -0.579 -1.607
O: 0.767 -0.616 0.650
O: 0.301 1.963 1.485
O: -0.970 0.976 -0.556
P: -0.499 0.825 1.141
H: 1.320 -1.999 -0.782

Here are the Mulliken charges for atoms 1 to 4, given in e:
1 C 0.325
2 C -0.160
3 O -0.511
4 O -0.126

***

The following is a quantum chemistry calculation of a 2-piece molecular cluster, C2HOS2 overall, from the OMol25 dataset.

As for the energy above the lowest of the compared OMol25 structures with the same formula, charge and spin: 213.66 kJ/mol. For the HOMO-LUMO gap, the calculation gives 4.81 eV. The calculated total energy comes out at -25806.6060 eV. Its total charge is -1.

Positions of all 6 atoms, in Å:
C: -1.102 -0.750 0.084
C: 1.397 0.731 0.034
O: 1.036 1.013 -1.063
S: 2.253 0.733 1.316
S: -2.645 -1.099 0.525
H: -0.939 -0.628 -0.897

Here are the Mulliken charges for atoms 1 to 4, given in e:
1 C -0.503
2 C 0.611
3 O -0.359
4 S -0.399

***

The following is a quantum chemistry calculation of one molecule with the formula C2N2, from the OMol25 dataset.

Its SMILES is N#CC#N. As for the energy above the lowest of the compared OMol25 structures with the same formula, charge and spin: 35.54 kJ/mol. For the HOMO-LUMO gap, the calculation gives 12.31 eV. The calculated total energy comes out at -5052.1959 eV. Its total charge is 0.

Positions of all 4 atoms, in Å:
C: 0.237 -0.295 -0.660
C: -0.025 0.055 0.727
N: 0.283 -0.203 -1.822
N: -0.495 0.443 1.755

Atomic charges from the Mulliken analysis, expressed in e, are listed below:
1 C 0.275
2 C 0.290
3 N -0.272
4 N -0.292

***

The following is a quantum chemistry calculation of one molecule with the formula C2N2OS, from the OMol25 dataset.

Its SMILES is S=N[C@]12N=C1O2. As for the energy above the lowest of the compared OMol25 structures with the same formula, charge and spin: 380.94 kJ/mol. For the HOMO-LUMO gap (alpha / beta), the calculation gives 7.16 / 6.27 eV. The calculated total energy comes out at -17930.4422 eV. Its total charge is 0.

Positions of all 6 atoms, in Å:
C: 0.221 0.240 0.021
C: -1.484 -0.450 0.092
N: -1.022 0.795 -0.012
N: 1.458 0.469 -0.072
O: -0.344 -1.130 -0.067
S: 2.900 -0.130 0.028

Here are the Mulliken charges for atoms 1 to 4, given in e:
1 C 0.646
2 C 0.443
3 N -0.553
4 N -0.219

***

The following is a quantum chemistry calculation of one molecule with the formula C2N6O2, from the OMol25 dataset.

As for the energy above the lowest of the compared OMol25 structures with the same formula, charge and spin: 717.62 kJ/mol. For the HOMO-LUMO gap (alpha / beta), the calculation gives 7.80 / 7.80 eV. The calculated total energy comes out at -15097.1786 eV. Its total charge is 0.

Positions of all 10 atoms, in Å:
C: 0.560 1.290 0.127
C: 0.027 -1.029 0.468
N: -0.343 1.573 -0.731
N: 1.318 1.175 1.070
N: 0.639 -1.018 1.532
N: -1.490 0.993 -0.967
N: -1.674 -0.207 -0.988
N: -0.454 -1.106 -0.712
O: 0.027 -1.676 -1.687
O: 1.389 0.005 1.887

Here are the Mulliken charges for atoms 1 to 4, given in e:
1 C 0.678
2 C 0.417
3 N -0.210
4 N -0.289

***

The following is a quantum chemistry calculation of a 2-piece molecular cluster, C2N6O4 overall, from the OMol25 dataset.

As for the energy above the lowest of the compared OMol25 structures with the same formula, charge and spin: 62.94 kJ/mol. For the HOMO-LUMO gap, the calculation gives 8.07 eV. The calculated total energy comes out at -19199.8069 eV. Its total charge is -2.

Positions of all 12 atoms, in Å:
C: 1.468 -1.347 0.052
C: -0.983 1.383 0.434
N: -0.915 1.743 1.526
N: -0.039 -0.911 0.678
N: -0.813 -1.903 2.643
N: -0.436 -1.399 1.661
N: -1.220 1.127 -0.820
N: -0.400 1.425 -1.757
O: 1.566 -2.530 0.145
O: 0.436 2.369 -1.703
O: 2.073 -0.379 -0.314
O: -0.540 0.866 -2.857

Here are the Mulliken charges for atoms 1 to 4, given in e:
1 C 0.632
2 C 0.674
3 N -0.677
4 N -0.232